{
  "formula": "C23H38BrN5NbSi",
  "method": "ωB97M-V/def2-TZVPD",
  "multiplicity": 1,
  "homo_ev": -4.84,
  "e_tot_ev": -111385.6437,
  "orbital_gap_ev": 7.0937,
  "total_charge": -1,
  "species": ["C", "Si", "C", "C", "Nb", "Br", "H", "H", "H", "H", "H", "H", "H", "H", "H", "H", "H", "H", "H", "N", "C", "C", "C", "C", "H", "H", "H", "H", "H", "N", "C", "C", "C", "C", "H", "H", "H", "H", "H", "N", "C", "C", "C", "C", "H", "H", "H", "H", "H", "N", "C", "C", "C", "C", "H", "H", "H", "H", "H", "N", "C", "C", "C", "C", "H", "H", "H", "H", "H"],
  "xyz": [[2.49858, -2.97647, 0.39016], [1.40022, -1.46888, 0.72390], [1.29690, -0.55688, -0.91976], [2.31159, -0.27587, 1.85505], [-1.04337, -2.29766, 1.56702], [-0.88951, -4.85775, 1.79319], [3.08951, -3.25816, 1.26296], [3.18212, -2.73493, -0.42631], [1.91083, -3.84594, 0.09385], [2.22067, -0.62705, -1.50245], [0.48061, -0.95935, -1.52103], [1.07719, 0.49700, -0.74962], [1.87243, 0.71517, 1.72580], [3.37758, -0.20034, 1.62106], [2.21000, -0.55050, 2.90516], [-1.43085, -2.48149, -0.25557], [-2.78356, -1.87999, 2.04817], [-0.42310, -2.04456, 3.31827], [-1.16379, -0.54152, 1.32071], [-2.06721, 2.71147, -2.54208], [-3.12915, 2.26973, -1.79252], [-2.64521, 1.83379, -0.59214], [-1.23406, 2.00721, -0.61554], [-0.90380, 2.55474, -1.82246], [-2.13930, 3.09192, -3.46661], [-4.13441, 2.30396, -2.17684], [-3.22514, 1.42614, 0.21809], [-0.55632, 1.75136, 0.18113], [0.04903, 2.84698, -2.23221], [1.04910, 1.55886, -4.82972], [2.14204, 2.05343, -5.48764], [2.99116, 1.00617, -5.72381], [2.38562, -0.16070, -5.17481], [1.18621, 0.21636, -4.63269], [0.27233, 2.10545, -4.50766], [2.22708, 3.10050, -5.72207], [3.94579, 1.06984, -6.21907], [2.78970, -1.15903, -5.16552], [0.43651, -0.34980, -4.10761], [1.32299, -7.15741, 3.25950], [2.67868, -7.13116, 3.39102], [3.10304, -8.40539, 3.67115], [1.94487, -9.23302, 3.70876], [0.86560, -8.42656, 3.44973], [0.74041, -6.36001, 3.05137], [3.22848, -6.21367, 3.26931], [4.12484, -8.70950, 3.82704], [1.90896, -10.29287, 3.89958], [-0.18494, -8.65095, 3.38034], [-6.53394, 2.76725, 2.94224], [-6.79708, 2.05034, 1.80425], [-5.77248, 1.16247, 1.62285], [-4.85016, 1.34916, 2.69144], [-5.34852, 2.34312, 3.48601], [-7.11629, 3.49123, 3.31778], [-7.68718, 2.23015, 1.22584], [-5.68208, 0.44999, 0.81966], [-3.93206, 0.80768, 2.84589], [-4.96068, 2.78282, 4.38884], [1.38969, 6.86481, -0.93832], [2.75544, 6.84907, -0.84026], [3.15576, 5.54134, -0.81091], [1.98465, 4.73546, -0.89354], [0.91208, 5.58208, -0.97090], [0.82171, 7.69027, -0.97363], [3.32302, 7.76274, -0.79820], [4.17262, 5.19447, -0.73461], [1.94053, 3.65904, -0.88748], [-0.14197, 5.37379, -1.04357]],
  "mulliken_charge": [-1.1064, 0.7382, -0.3442, -1.0833, -0.7901, -0.4238, 0.2560, 0.3339, 0.2971, 0.4561, 0.1233, -0.3746, 0.2555, 0.3239, 0.3087, -0.0062, -0.0376, -0.0387, 0.1639, 0.0106, -0.5924, -0.5926, -0.0122, -0.6927, 0.1870, 0.4018, 0.2877, 0.5688, 0.3886, 0.0490, -0.5635, -0.3471, -0.5586, -0.3635, 0.1961, 0.3688, 0.3979, 0.4076, 0.4144, 0.2147, -0.4774, -0.4104, -0.4784, -0.3920, 0.0743, 0.3578, 0.3773, 0.3731, 0.3495, 0.0323, -0.6257, -0.3334, -0.1801, -0.7167, 0.1832, 0.3931, 0.4530, 0.4041, 0.3940, 0.0109, -0.4101, -0.9561, 0.0959, -0.6280, 0.1749, 0.3683, 0.3835, 0.5545, 0.4060]
}


{
  "formula": "C23H38F2N6PV",
  "method": "ωB97M-V/def2-TZVPD",
  "multiplicity": 2,
  "homo_ev": [-10.11, -9.51],
  "s_squared": 0.765,
  "e_tot_ev": -73812.0371,
  "orbital_gap_ev": [7.7294, 7.1305],
  "relative_energy_ev": 0.0000,
  "total_charge": 1,
  "species": ["V", "F", "C", "F", "H", "C", "C", "C", "C", "N", "C", "N", "N", "N", "H", "H", "H", "H", "H", "H", "H", "H", "H", "H", "C", "C", "C", "C", "P", "C", "C", "C", "C", "C", "C", "C", "C", "C", "C", "H", "H", "H", "H", "H", "H", "H", "H", "H", "H", "H", "H", "H", "H", "H", "H", "H", "H", "H", "H", "H", "H", "H", "N", "C", "C", "C", "N", "H", "H", "H", "H"],
  "xyz": [[-0.67818, -1.64527, 0.09268], [-0.56349, -3.80433, 1.66273], [-0.53228, -2.39756, 1.95360], [-1.77924, -2.17178, 2.60199], [0.24004, -2.28030, 2.70503], [5.42511, 0.12170, -1.05532], [5.00849, -0.68538, -2.28027], [4.03470, 0.09374, -3.16291], [4.45682, -2.06470, -1.92631], [3.23314, -2.01764, -1.10492], [1.97921, -1.92202, -1.49353], [1.22946, -1.80867, -0.42307], [2.07914, -1.85226, 0.65848], [3.28742, -1.97422, 0.24040], [5.82020, 1.09043, -1.36969], [6.20122, -0.38850, -0.47903], [4.58102, 0.31200, -0.38612], [5.90676, -0.90655, -2.86290], [3.12946, 0.37295, -2.60782], [3.73788, -0.47835, -4.04814], [4.49424, 1.02100, -3.50813], [5.17721, -2.65195, -1.36594], [4.19601, -2.60638, -2.83308], [1.64881, -1.94513, -2.51891], [0.28086, 1.97556, -1.86418], [0.34718, 2.00654, -0.33397], [1.74813, 1.54032, 0.09298], [0.16128, 3.43736, 0.18207], [-0.88924, 0.77274, 0.37583], [-0.82573, 1.19468, 2.15175], [0.24466, 0.64595, 2.86395], [0.43300, 0.93227, 4.20733], [-0.45796, 1.76652, 4.86768], [-1.52414, 2.31961, 4.17358], [-1.70120, 2.04347, 2.82441], [-2.62185, 1.10270, -0.28349], [-3.59443, 0.29060, 0.59831], [-3.10462, 2.55277, -0.35552], [-2.67487, 0.51901, -1.70772], [1.14439, 2.51298, -2.26985], [-0.61310, 2.46234, -2.25151], [0.31538, 0.95241, -2.25528], [2.49149, 2.12612, -0.45649], [1.92328, 0.48618, -0.13188], [1.92402, 1.69772, 1.15861], [0.99758, 4.04981, -0.17501], [0.16899, 3.47677, 1.27280], [-0.75652, 3.90003, -0.17367], [0.93823, -0.02355, 2.36720], [1.26960, 0.49567, 4.74013], [-0.31910, 1.98771, 5.91834], [-2.21963, 2.97746, 4.68047], [-2.52411, 2.51456, 2.30806], [-3.79860, 0.78303, 1.54464], [-3.23278, -0.71249, 0.83301], [-4.54412, 0.18114, 0.06571], [-3.00897, 3.08185, 0.59132], [-4.16661, 2.54971, -0.62520], [-2.57952, 3.12501, -1.12033], [-2.24867, -0.48451, -1.77064], [-2.15557, 1.14230, -2.43207], [-3.71874, 0.43435, -2.02453], [-3.17838, -3.52431, 0.62374], [-4.28989, -4.10383, 0.15719], [-4.37673, -3.80453, -1.18704], [-3.25002, -3.02051, -1.44143], [-2.52293, -2.85440, -0.33312], [-2.80084, -3.53455, 1.56059], [-4.93032, -4.68739, 0.80247], [-5.13758, -4.11681, -1.88286], [-2.93443, -2.58120, -2.37518]],
  "mulliken_spin": [1.0262, 0.0007, -0.0257, 0.0027, -0.0019, 0.0005, -0.0001, -0.0010, 0.0001, -0.0003, 0.0368, -0.0216, 0.0181, -0.0027, 0.0000, 0.0001, -0.0001, -0.0003, 0.0004, 0.0000, 0.0000, 0.0001, 0.0003, 0.0037, 0.0015, -0.0057, -0.0042, -0.0004, -0.0748, 0.0031, -0.0080, -0.0008, -0.0006, -0.0002, -0.0009, 0.0282, 0.0002, 0.0012, -0.0018, 0.0002, 0.0000, 0.0016, 0.0001, -0.0011, 0.0004, -0.0001, -0.0003, -0.0002, 0.0011, -0.0001, -0.0001, -0.0001, -0.0002, -0.0005, 0.0004, -0.0010, 0.0003, 0.0005, -0.0001, 0.0054, -0.0002, 0.0008, 0.0036, 0.0066, -0.0018, 0.0163, -0.0065, 0.0007, 0.0003, 0.0001, 0.0010]
}